Entry 1:
The following is a DFT calculation (the ωB97M-V functional and the def2-TZVPD basis) of 12 unconnected molecules or ions with the total composition C8H40N2O12P.

Cartesian coordinates (Å):
1 C -1.916 -2.559 2.632
2 C -0.998 -1.317 2.608
3 N -1.150 -0.506 1.376
4 C -0.576 -1.177 0.212
5 C -1.358 -0.997 -1.117
6 P -2.997 -0.231 -0.998
7 C -4.104 -0.862 0.297
8 C -4.633 0.378 1.071
9 N -4.133 0.792 2.143
10 C -0.754 0.833 1.575
11 C -0.214 1.683 0.427
12 O -0.864 1.348 2.645
13 H -1.388 -3.337 3.179
14 H -2.070 -2.967 1.633
15 H -2.869 -2.355 3.111
16 H 0.032 -1.673 2.652
17 H -1.217 -0.734 3.493
18 H -0.495 -2.244 0.384
19 H 0.449 -0.844 0.048
20 H -0.762 -0.373 -1.792
21 H -1.449 -1.959 -1.619
22 H -3.644 -0.485 -2.216
23 H -2.957 1.162 -0.895
24 H -4.976 -1.365 -0.121
25 H -3.621 -1.509 1.020
26 H -5.472 0.927 0.643
27 H -3.359 0.191 2.438
28 H 0.785 1.383 0.104
29 H -0.851 1.699 -0.455
30 H -0.146 2.703 0.783
31 O -5.588 -0.428 -3.095
32 H -6.011 -1.211 -3.467
33 H -6.314 0.194 -2.970
34 O 3.128 0.963 0.665
35 H 2.516 1.318 1.323
36 H 3.840 1.616 0.633
37 O 2.541 -1.573 1.974
38 H 2.429 -2.161 1.218
39 H 2.737 -0.712 1.580
40 O 3.287 -1.193 -1.279
41 H 3.174 -0.431 -0.694
42 H 3.601 -0.806 -2.104
43 O 5.973 -0.076 -1.657
44 H 5.685 -0.994 -1.579
45 H 6.859 -0.072 -1.279
46 O 5.747 0.433 2.340
47 H 4.928 -0.071 2.294
48 H 6.103 0.405 1.446
49 O 7.021 1.930 -4.166
50 H 6.231 1.844 -3.621
51 H 7.267 1.023 -4.374
52 O 0.774 0.412 -3.554
53 H 1.289 -0.209 -3.026
54 H 0.659 -0.034 -4.401
55 O -4.148 1.902 5.057
56 H -3.667 1.307 5.640
57 H -4.206 1.440 4.211
58 O -7.537 -1.223 0.263
59 H -7.171 -0.583 0.881
60 H -8.475 -1.254 0.483
61 O 8.185 4.561 -4.771
62 H 7.898 3.641 -4.701
63 H 9.068 4.572 -4.390

Values from the calculation:
Maximum force = 1.5 eV/A
HOMO = -12.07 eV
Orbital gap = 9.24 eV
Net charge = +1

***

Entry 2:
The following is a DFT calculation (the ωB97M-V functional and the def2-TZVPD basis) of 21 unconnected molecules or ions with the total composition C8H49F6N3O23S2.

Cartesian coordinates (Å):
1 C 0.749 0.822 3.191
2 C 1.353 0.338 1.851
3 N 0.350 0.101 0.831
4 C -0.214 1.010 -0.025
5 C -1.006 0.382 -0.950
6 N -1.161 -0.897 -0.460
7 C -0.252 -1.089 0.524
8 C -2.036 -1.938 -1.118
9 H -0.070 0.174 3.504
10 H 0.375 1.834 3.038
11 H 1.528 0.854 3.953
12 H 1.802 -0.631 2.070
13 H 2.151 0.945 1.423
14 H 0.162 2.022 -0.056
15 H -1.445 0.767 -1.858
16 H -0.094 -1.958 1.145
17 H -2.329 -2.656 -0.352
18 H -1.464 -2.481 -1.870
19 H -2.902 -1.441 -1.556
20 C 3.518 -0.947 -1.638
21 F 3.435 -0.056 -0.622
22 F 4.480 -1.853 -1.283
23 F 2.391 -1.546 -1.800
24 S 3.992 -0.070 -3.316
25 O 3.846 -1.066 -4.377
26 O 3.066 1.052 -3.384
27 N 5.578 0.407 -2.868
28 S 5.716 1.714 -3.775
29 O 5.211 1.615 -5.121
30 O 5.463 2.945 -3.076
31 C 7.633 1.725 -3.985
32 F 7.936 2.863 -4.682
33 F 8.153 1.822 -2.729
34 F 7.947 0.650 -4.627
35 O 1.237 2.235 6.402
36 H 1.676 1.683 7.049
37 H 0.356 1.867 6.331
38 O 2.904 3.401 4.874
39 H 2.204 3.066 5.434
40 H 2.475 3.587 4.039
41 O -4.833 1.309 0.069
42 H -4.662 0.395 -0.157
43 H -4.275 1.811 -0.525
44 O -5.672 -1.497 -0.807
45 H -5.954 -2.206 -0.230
46 H -5.584 -1.909 -1.667
47 O -2.965 2.917 -0.839
48 H -2.619 3.588 -1.427
49 H -2.610 3.145 0.020
50 O -1.432 0.813 5.973
51 H -1.527 -0.096 5.689
52 H -1.952 1.316 5.347
53 O 1.127 4.318 1.498
54 H 0.941 5.248 1.628
55 H 2.077 4.277 1.382
56 O -2.713 -1.363 -4.508
57 H -3.174 -0.601 -4.157
58 H -2.025 -0.994 -5.061
59 O -3.987 0.731 -3.233
60 H -4.854 0.984 -3.550
61 H -3.594 1.550 -2.930
62 O 4.406 -1.510 1.972
63 H 4.735 -2.004 2.723
64 H 4.392 -0.601 2.270
65 O 2.238 -3.039 1.447
66 H 2.419 -3.973 1.556
67 H 3.102 -2.626 1.444
68 O -0.147 -4.789 0.258
69 H -0.454 -5.695 0.305
70 H 0.645 -4.776 0.796
71 O -3.659 -5.074 -0.089
72 H -3.586 -6.018 -0.234
73 H -3.023 -4.887 0.601
74 O -0.782 -4.779 -2.521
75 H -1.674 -4.487 -2.708
76 H -0.631 -4.523 -1.611
77 O -1.533 3.708 1.850
78 H -1.618 4.511 2.364
79 H -0.609 3.677 1.603
80 O -2.531 1.697 3.647
81 H -2.145 2.405 3.132
82 H -3.445 1.955 3.763
83 O -3.024 -0.518 2.209
84 H -2.809 0.241 2.751
85 H -3.690 -0.197 1.601
86 O -0.226 2.084 -3.525
87 H -1.012 2.218 -4.055
88 H 0.497 2.141 -4.149
89 O -3.194 -3.681 -3.253
90 H -4.094 -3.514 -2.974
91 H -2.977 -2.940 -3.820

Values from the calculation:
Maximum force = 4.2 eV/A
HOMO = -8.10 eV
Orbital gap = 7.29 eV
Energy relative to the best compared isomer or geometry (same formula, charge and spin) = 0.0 kJ/mol
Net charge = 0

***

Entry 3:
The following is a DFT calculation (the ωB97M-V functional and the def2-TZVPD basis) of 2 unconnected molecules or ions with the total composition C8H4Cl2F2N2O.

Cartesian coordinates (Å):
1 C 2.430 -0.399 -0.007
2 C 2.102 0.911 -0.417
3 C 0.238 -0.375 1.112
4 C 0.008 0.982 0.812
5 C 1.470 -0.919 0.795
6 C 1.019 1.638 0.101
7 C -1.372 1.498 0.656
8 C -1.732 -1.855 -1.606
9 N -2.352 0.688 0.899
10 N -3.182 -0.084 0.961
11 O -1.789 -2.567 -0.651
12 F 1.635 -2.202 1.275
13 F 0.929 2.940 -0.243
14 Cl -0.301 -1.170 -2.232
15 Cl -3.142 -1.340 -2.475
16 H 3.363 -0.947 -0.265
17 H 2.735 1.510 -1.005
18 H -0.506 -0.859 1.742
19 H -1.554 2.550 0.548

Values from the calculation:
Maximum force = 3.2 eV/A
HOMO = -8.27 eV
Orbital gap = 8.53 eV
Energy relative to the best compared isomer or geometry (same formula, charge and spin) = 0.0 kJ/mol
Net charge = 0

***

Entry 4:
The following is a DFT calculation (the ωB97M-V functional and the def2-TZVPD basis) of a single C8H4Cl2N2O2 molecule.

Cartesian coordinates (Å):
1 N 3.239 1.583 -0.543
2 C 2.269 1.046 -0.135
3 C 1.076 0.382 0.106
4 C 1.152 -0.879 0.506
5 C -0.024 -1.833 0.366
6 O 0.230 -2.655 -0.673
7 C -1.298 -1.060 0.007
8 Cl -2.813 -1.900 0.152
9 C -1.368 0.255 -0.261
10 Cl -2.906 0.954 -0.503
11 C -0.216 1.194 -0.038
12 O -0.493 1.846 1.232
13 C -0.117 2.321 -0.973
14 N -0.287 3.257 -1.604
15 H 2.033 -1.568 0.468
16 H -0.190 -2.294 1.238
17 H 0.972 -3.125 -0.476
18 H -1.259 2.476 1.132

Values from the calculation:
Maximum force = 5.8 eV/A
HOMO = -10.14 eV
Structure (SMILES) = N#CC1=C[C@H](O)C(Cl)=C(Cl)[C@]1(O)C#N
Orbital gap = 9.45 eV
Energy relative to the best compared isomer or geometry (same formula, charge and spin) = 126.2 kJ/mol
Net charge = 0

***

Entry 5:
The following is a DFT calculation (the ωB97M-V functional and the def2-TZVPD basis) of a single C8H4ClF3S molecule.

Cartesian coordinates (Å):
1 F -3.905 -0.145 0.135
2 C -2.796 0.437 0.666
3 F -2.658 0.074 1.943
4 S -2.272 2.091 0.094
5 C -1.571 0.490 -0.370
6 F -2.126 0.055 -1.504
7 C -0.106 0.144 -0.161
8 C 0.804 1.179 -0.416
9 C 2.135 0.807 -0.373
10 C 2.465 -0.495 -0.018
11 C 1.634 -1.459 0.317
12 C 0.259 -1.160 0.222
13 Cl -0.913 -2.463 0.285
14 H 0.493 2.220 -0.738
15 H 3.023 1.477 -0.628
16 H 3.559 -0.889 0.017
17 H 1.976 -2.362 0.529

Values from the calculation:
Maximum force = 5.2 eV/A
HOMO = -9.62 eV
Structure (SMILES) = FC1(F)S[C@@]1(F)c1ccccc1Cl
Orbital gap = 10.14 eV
Energy relative to the best compared isomer or geometry (same formula, charge and spin) = 0.0 kJ/mol
Net charge = 0

***

Entry 6:
The following is a DFT calculation (the ωB97M-V functional and the def2-TZVPD basis) of a molecular structure, C8H4CuN2O4Se.

Cartesian coordinates (Å):
1 Cu 0.181 -0.413 2.008
2 O -0.748 3.044 -0.428
3 C -0.347 1.957 0.214
4 O -0.279 1.859 1.418
5 C 0.032 0.818 -0.671
6 C 0.090 0.814 -2.047
7 C 0.500 -0.364 -2.675
8 C 0.832 -1.474 -1.920
9 C 0.736 -1.383 -0.537
10 N 0.348 -0.261 0.042
11 C 1.058 -2.507 0.446
12 O 1.462 -3.561 0.010
13 O 0.857 -2.182 1.681
14 H -1.000 3.710 0.233
15 H -0.174 1.698 -2.608
16 H 0.558 -0.403 -3.754
17 H 1.158 -2.407 -2.357
18 Se -0.393 -0.271 4.254
19 C -1.956 0.437 3.579
20 N -2.911 0.888 3.111

Values from the calculation:
⟨S²⟩ = 0.754
Maximum force = 0.2 eV/A
HOMO (alpha / beta) = -8.84 / -8.77 eV
Orbital gap (alpha / beta) = 7.45 / 6.79 eV
Net charge = 0
2S+1 = 2

***

Entry 7:
The following is a DFT calculation (the ωB97M-V functional and the def2-TZVPD basis) of a molecular structure, C8H4HfNO5S.

Cartesian coordinates (Å):
1 O 1.107 -4.967 3.237
2 C 0.276 -4.285 2.849
3 Hf 0.745 -0.033 0.260
4 C 1.471 1.790 -0.634
5 O 1.861 2.779 -1.122
6 C 3.374 -0.471 -1.996
7 O 4.546 -0.518 -1.800
8 C 2.002 -0.631 -1.680
9 O 1.141 -1.031 -2.514
10 C 1.464 1.358 1.785
11 O 1.772 2.158 2.585
12 H 0.155 -0.172 1.827
13 S -3.578 1.318 0.519
14 C -3.479 0.213 -0.850
15 C -2.193 -0.160 -1.100
16 N -1.270 0.468 -0.234
17 C -1.875 1.349 0.631
18 H -4.355 -0.147 -1.360
19 H -1.821 -0.872 -1.835
20 H -1.341 1.853 1.432

Values from the calculation:
Maximum force = 10.5 eV/A
HOMO = -20.50 eV
Orbital gap = 5.23 eV
Net charge = +3

***

Entry 8:
The following is a DFT calculation (the ωB97M-V functional and the def2-TZVPD basis) of a molecular structure, C8H4KNOS2.

Cartesian coordinates (Å):
1 K -1.102 -0.346 -3.796
2 S -2.026 -2.507 -1.981
3 C -0.990 -1.583 -0.986
4 N -0.333 -0.481 -1.270
5 C 0.400 -0.025 -0.188
6 C 1.198 1.118 -0.185
7 C 1.890 1.458 0.962
8 C 1.799 0.673 2.111
9 C 1.011 -0.466 2.126
10 C 0.315 -0.807 0.975
11 S -0.760 -2.139 0.672
12 H 1.267 1.723 -1.081
13 H 2.511 2.345 0.971
14 H 2.347 0.957 2.999
15 H 0.935 -1.074 3.018
16 O -4.647 0.598 -1.799
17 C -3.814 0.557 -2.550

Values from the calculation:
Maximum force = 0.4 eV/A
HOMO = -7.14 eV
Orbital gap = 6.57 eV
Net charge = 0

***

Entry 9:
The following is a DFT calculation (the ωB97M-V functional and the def2-TZVPD basis) of a single C8H4N2O3 molecule.

Cartesian coordinates (Å):
1 C -1.703 1.582 0.228
2 C -2.411 0.365 -0.099
3 C -0.280 1.503 0.292
4 C -1.667 -0.826 -0.150
5 C 0.441 0.305 0.176
6 C 2.289 0.850 -0.623
7 C -0.228 -0.875 -0.091
8 C 1.456 -2.469 0.008
9 N 0.365 -2.077 -0.299
10 N 1.932 0.216 0.403
11 O 2.276 -3.286 0.196
12 O 2.593 1.840 -1.164
13 O 2.407 -0.808 1.010
14 H -1.972 2.582 0.344
15 H -3.551 0.358 -0.218
16 H 0.405 2.415 0.417
17 H -2.352 -1.677 -0.429

Values from the calculation:
Maximum force = 4.6 eV/A
HOMO = -9.10 eV
Orbital gap = 8.37 eV
Energy relative to the best compared isomer or geometry (same formula, charge and spin) = 434.4 kJ/mol
Net charge = 0

***

Entry 10:
The following is a DFT calculation (the ωB97M-V functional and the def2-TZVPD basis) of a molecular structure, C8H5AuBCl3F2N3O4.

Cartesian coordinates (Å):
1 Au -0.389 0.413 -0.188
2 C -3.031 -2.325 -0.815
3 C -1.586 -2.518 -1.078
4 N -0.627 -1.632 -0.893
5 C 0.568 -2.244 -1.235
6 C 0.305 -3.500 -1.705
7 N -1.044 -3.642 -1.593
8 C 1.083 -4.675 -2.212
9 O 2.394 -4.563 -2.303
10 O 0.473 -5.662 -2.514
11 C 1.848 -1.636 -0.882
12 O 2.924 -2.064 -1.148
13 O 1.729 -0.484 -0.086
14 H -3.204 -1.313 -0.459
15 H -3.377 -3.026 -0.055
16 H -3.616 -2.486 -1.720
17 H -1.513 -4.500 -1.859
18 H 2.728 -3.698 -1.994
19 Cl -4.430 3.869 -1.783
20 C -2.757 4.337 -1.478
21 Cl -2.651 5.500 -0.159
22 Cl -1.988 4.949 -2.939
23 C -2.025 3.129 -1.061
24 N -1.456 2.193 -0.740
25 F 1.134 0.451 1.944
26 B 1.169 -0.606 1.144
27 F 0.906 -1.825 1.625

Values from the calculation:
Maximum force = 3.3 eV/A
HOMO = -13.73 eV
Orbital gap = 9.78 eV
Energy relative to the best compared isomer or geometry (same formula, charge and spin) = 148.9 kJ/mol
Net charge = +1

***

Entry 11:
The following is a DFT calculation (the ωB97M-V functional and the def2-TZVPD basis) of 2 unconnected molecules or ions with the total composition C8H5N2O4P.

Cartesian coordinates (Å):
1 C -2.339 1.382 -0.625
2 C -2.231 0.874 0.611
3 C 2.840 -2.021 0.177
4 C 1.541 -2.163 0.393
5 C -1.208 2.263 -0.905
6 C -1.023 1.411 1.275
7 C 3.123 -0.529 0.065
8 C 0.950 -0.767 0.418
9 N -0.418 2.264 0.273
10 N 1.931 0.103 0.207
11 O -0.914 2.921 -1.866
12 O -0.662 1.452 2.413
13 O 4.203 -0.027 -0.121
14 O -0.247 -0.537 0.592
15 P 0.970 3.107 0.514
16 H -3.102 1.180 -1.353
17 H -2.880 0.171 1.098
18 H 3.620 -2.751 0.082
19 H 0.950 -3.047 0.532
20 H 0.967 3.574 -0.822

Values from the calculation:
Maximum force = 2.7 eV/A
HOMO = -9.03 eV
Orbital gap = 5.92 eV
Net charge = 0

***

Entry 12:
The following is a DFT calculation (the ωB97M-V functional and the def2-TZVPD basis) of a molecular structure, C8H5N2O5Sm.

Cartesian coordinates (Å):
1 O 3.260 2.724 -2.518
2 C 2.317 2.453 -1.928
3 Sm 0.375 1.160 0.380
4 O 3.981 0.962 0.505
5 C 2.821 0.930 0.450
6 C -0.117 0.017 2.522
7 O -0.347 -0.499 3.535
8 C -2.134 1.595 0.491
9 O -3.257 1.872 0.619
10 C 0.400 3.390 1.803
11 O 0.408 4.269 2.540
12 H -0.293 2.230 -1.008
13 N -1.688 -1.967 -0.036
14 C -1.515 -3.083 -0.782
15 C -0.331 -2.921 -1.488
16 C 0.191 -1.664 -1.122
17 N -0.645 -1.076 -0.239
18 H -2.427 -1.751 0.625
19 H -2.246 -3.901 -0.738
20 H 0.132 -3.593 -2.173
21 H 1.115 -1.147 -1.437

Values from the calculation:
⟨S²⟩ = 8.800
Maximum force = 7.7 eV/A
HOMO (alpha / beta) = -16.89 / -16.90 eV
Orbital gap (alpha / beta) = 7.59 / 7.86 eV
Energy relative to the best compared isomer or geometry (same formula, charge and spin) = 39.9 kJ/mol
Net charge = +2
2S+1 = 6